Formula: C11H29BrN4O11P3
Source: OMol25
Level of theory: ωB97M-V/def2-TZVPD

Summary:
DFT total energy: -138266.903 eV
E_HOMO: -11.42 eV
energy above the lowest of the compared OMol25 structures with the same formula, charge and spin: 0.0 kcal/mol
E_LUMO: -3.61 eV
HOMO-LUMO gap: 7.8097 eV

ORCA input file:
```
! RIJCOSX wB97M-V def2-TZVPD def2/J DEFGRID3
* xyz 1 1
N 6.49072 1.63860 0.45533
C 5.56317 1.97520 1.23808
N 5.55836 1.49540 2.56971
N 4.46364 2.85260 0.88931
C 4.79531 4.28790 0.86497
C 3.82888 5.03933 -0.05130
C 2.61418 5.58826 0.69052
C 1.80626 4.50438 1.42603
P 0.48289 3.69072 0.48830
Br -0.29268 4.89142 -1.10737
P -1.08879 3.15761 1.94158
N -0.32753 2.55961 3.11475
O -1.71330 4.60939 2.08999
O -2.13407 2.25252 1.17708
P 1.27873 1.82782 -0.41960
O 2.34387 2.21947 -1.32908
O 1.68216 0.99112 0.85037
O -0.04602 1.21315 -1.01907
H 6.35687 2.04366 -0.47055
H 5.07119 0.61142 2.65074
H 5.10264 2.15846 3.18497
H 4.12301 2.58058 -0.02857
H 5.83222 4.45786 0.55604
H 4.70084 4.68639 1.88286
H 3.50331 4.37978 -0.86234
H 4.34419 5.87346 -0.52962
H 1.98017 6.15299 0.00399
H 2.94025 6.29278 1.45834
H 1.30553 4.90831 2.30952
H 2.44598 3.67560 1.75919
H -0.54723 1.62372 3.43135
H -2.25579 4.71528 2.88934
H -2.74638 2.69277 0.56927
H 1.34347 0.08995 0.95649
H -0.12599 0.24862 -1.08256
C 0.03512 -4.85973 1.96241
O -0.49351 -5.04056 0.64128
C -0.74282 -3.92710 -0.02883
O -0.56781 -2.80027 0.38169
O -1.22662 -4.25120 -1.22053
C -1.57708 -3.15634 -2.07244
H 0.17362 -5.86127 2.35467
H 0.98709 -4.33419 1.92087
H -0.66757 -4.30262 2.57878
H -0.69662 -2.55374 -2.29435
H -2.34641 -2.54198 -1.60726
H -1.96268 -3.60781 -2.98059
C -4.32698 -5.39305 -0.89607
O -5.58103 -5.82669 -1.42542
C -5.81278 -5.39496 -2.66633
O -5.07624 -4.68551 -3.30744
O -6.98376 -5.87173 -3.06845
C -7.36086 -5.48976 -4.39842
H -4.26708 -5.79492 0.11079
H -3.50553 -5.77345 -1.49975
H -4.28378 -4.30450 -0.87114
H -6.63022 -5.85189 -5.11876
H -7.44074 -4.40718 -4.47448
H -8.32576 -5.95565 -4.56825
*
```


Formula: C5H8N2
Source: OMol25
Level of theory: ωB97M-V/def2-TZVPD

Summary:
DFT total energy: -8271.589 eV
E_HOMO: -19.76 eV
energy above the lowest of the compared OMol25 structures with the same formula, charge and spin: 57.2 kcal/mol
E_LUMO: -9.57 eV
HOMO-LUMO gap: 10.1858 eV

ORCA input file:
```
! RIJCOSX wB97M-V def2-TZVPD def2/J DEFGRID3
* xyz 2 1
C 2.28425 -0.17566 0.30964
C -2.29852 0.00687 0.15623
C 3.61315 -0.49026 0.16248
C -3.58004 -0.55345 -0.01645
C -0.03549 0.87003 0.01258
N 1.18211 0.19959 0.14671
N -1.16611 0.19485 0.01986
H 3.65787 -0.79358 -0.83376
H 4.21046 0.43617 0.24393
H 4.02964 -0.92281 1.06065
H -3.88516 -1.43151 0.66976
H -4.39120 0.21924 0.21312
H -3.77478 -0.75330 -1.10249
H 0.19417 1.33843 -1.59632
H -0.04035 1.85539 0.55406
*
```


Formula: C5H9ClS
Source: OMol25
Level of theory: ωB97M-V/def2-TZVPD

Summary:
DFT total energy: -28687.176 eV
E_HOMO: -9.00 eV
energy above the lowest of the compared OMol25 structures with the same formula, charge and spin: 23.6 kcal/mol
structure (SMILES): CC1(C)S[C@@]1(C)Cl
E_LUMO: 0.76 eV
HOMO-LUMO gap: 9.7583 eV

ORCA input file:
```
! RIJCOSX wB97M-V def2-TZVPD def2/J DEFGRID3
* xyz 0 1
C -0.40254 0.63409 -1.79870
C -0.24184 0.73198 -0.30551
C 1.12660 0.36260 0.21398
S -1.40879 1.66538 0.70540
C -1.30433 -0.05996 0.33876
C -1.00465 -0.87629 1.65719
Cl -2.72875 -0.65896 -0.54814
H -1.35746 1.07112 -2.04806
H -0.52864 -0.43551 -2.02209
H 0.32033 1.22675 -2.46688
H 1.76227 0.78722 -0.57266
H 1.53455 -0.78463 0.11362
H 1.29864 0.72231 1.24132
H -0.29854 -0.46463 2.35458
H -0.81311 -1.90142 1.24384
H -1.92616 -0.95007 2.26393
*
```


Formula: C4H8BO12Zr
Source: OMol25
Level of theory: ωB97M-V/def2-TZVPD

Summary:
DFT total energy: -30803.495 eV
E_HOMO (alpha / beta): -9.68 / -9.60 eV
energy above the lowest of the compared OMol25 structures with the same formula, charge and spin: 27.1 kcal/mol
E_LUMO (alpha / beta): 0.11 / -5.51 eV
HOMO-LUMO gap (alpha / beta): 9.7914 / 4.0864 eV

ORCA input file:
```
! RIJCOSX wB97M-V def2-TZVPD def2/J DEFGRID3
* xyz 0 2
Zr 17.97391 -10.68710 -6.83790
B 19.41305 -12.00159 -5.64651
H 19.39912 -10.94550 -5.42577
H 19.56060 -12.05409 -6.71408
H 20.22252 -12.49673 -5.13285
H 18.49728 -12.50612 -5.37996
O 17.03743 -14.10795 -9.14484
C 17.21283 -12.97697 -8.44090
O 16.92110 -12.70259 -7.22027
O 17.99353 -12.00828 -8.65469
H 16.36155 -14.60992 -8.68353
O 17.03193 -8.53069 -3.43572
C 17.39430 -9.21017 -4.54688
O 17.00172 -10.34934 -4.82335
O 18.05555 -8.83947 -5.50305
H 16.49818 -9.12526 -2.90355
O 14.97559 -8.17525 -8.44175
C 15.91546 -9.13023 -8.12338
O 15.72832 -10.09397 -7.42138
O 17.11857 -9.04805 -8.31974
H 14.15478 -8.49728 -8.06206
O 21.86154 -8.73995 -7.10722
C 21.09145 -9.50581 -7.85165
O 21.68772 -10.08098 -8.76731
O 19.87080 -9.73677 -7.67784
H 22.57102 -9.08707 -7.65289
*
```